(1)
# C29H56BCl16F5N3O9P4S

9 unconnected molecules or ions with the total composition C29H56BCl16F5N3O9P4S at a distorted geometry (the ωB97M-V functional and the def2-TZVPD basis, OMol25).

Properties
- HOMO energy (eV) = -10.254
- net charge = +1
- E (hartree) = -11630.5002
- gap between HOMO and LUMO (eV) = 7.2
- F_max (eV/A) = 4.575

The geometry in XYZ format:
```
124
C29H56BCl16F5N3O9P4S, DFT the ωB97M-V functional and the def2-TZVPD basis
C 0.8544 5.2590 -1.7362
P 0.7613 3.6928 -2.7371
C 2.1019 4.0262 -3.9473
C 1.0304 2.1770 -1.6267
B 2.2697 2.5210 -0.6855
O 2.1945 3.4858 0.2882
O 3.5024 1.8845 -0.8298
C -0.2482 2.0519 -0.6813
P -1.6381 3.2896 -1.0306
P -2.9005 2.9420 -2.7515
O -3.9294 3.9753 -2.6634
O -2.1382 3.1214 -4.1670
O -3.6210 1.4746 -2.8103
C -0.8941 0.6147 -0.4895
C -1.0281 0.1876 0.9901
C 0.4112 0.0670 1.5145
C 0.5150 -0.7143 2.8673
O 0.9435 -1.2165 1.4897
C -0.2926 -0.5884 -1.2310
P -1.7040 -1.8592 -1.4046
N -1.5719 -2.9780 -0.3171
N 0.1977 -0.0833 -2.5575
O -0.8028 0.5290 -3.3410
C -1.1402 -0.2352 -4.3517
N -1.4389 -1.0748 -5.1181
C 1.3716 0.8213 -2.2698
S 2.4310 0.7411 -3.7527
O 1.6397 1.0418 -4.9017
O 3.6600 1.4343 -3.6566
C 2.9413 -1.0621 -4.0114
F 4.0015 -1.0152 -4.7908
F 1.9874 -1.6910 -4.7076
C 3.3008 -1.8207 -2.7119
F 2.1953 -2.2125 -2.0678
F 4.0048 -1.0233 -1.9235
F 4.0191 -2.8788 -3.0211
H 1.9164 5.4013 -1.4944
H 0.3419 5.1839 -0.7862
H 0.5658 6.1079 -2.3491
H 3.0867 3.8468 -3.5048
H 1.9628 3.5304 -4.9008
H 2.0924 5.0977 -4.1528
H 2.9179 4.1137 0.1873
H 3.6954 1.3746 -0.0352
H 0.0825 2.3361 0.3196
H -2.5018 3.0431 0.0566
H -2.2801 2.3461 -4.7268
H -4.0050 1.3365 -3.6880
H -1.9243 0.6816 -0.8439
H -1.4241 -0.8194 1.0926
H -1.5084 0.9244 1.6097
H 1.0786 0.9107 1.3754
H -0.0784 -1.6175 3.0011
H 1.4813 -0.5001 3.2992
H 0.4652 -1.1502 -0.6769
H -1.6805 -2.4045 -2.7119
H -2.9152 -1.1475 -1.2367
H -2.4133 -2.9689 0.2503
H 0.5010 -0.9194 -3.0814
H 1.9064 0.2493 -1.5081
Cl -4.5315 1.8245 -5.8852
C -3.8425 2.3848 -7.4376
C -2.9538 1.3438 -8.0672
Cl -1.4532 1.0958 -7.1376
H -3.3068 3.3132 -7.2533
H -4.6835 2.5980 -8.0947
H -2.6576 1.6607 -9.0656
H -3.4621 0.3863 -8.1489
Cl -4.5100 -0.0250 4.1436
C -4.8497 1.5702 3.4344
C -5.2083 1.4763 1.9738
Cl -3.8023 0.9686 0.9909
H -3.9759 2.1988 3.5924
H -5.6830 1.9981 3.9901
H -5.5258 2.4498 1.6027
H -6.0129 0.7668 1.8007
Cl 1.3291 2.3634 3.8340
C 2.4189 2.9431 5.1227
C 3.2701 1.8307 5.6796
Cl 2.3053 0.6412 6.5893
H 1.8086 3.4059 5.8938
H 3.0544 3.7104 4.6834
H 4.0050 2.2417 6.3698
H 3.7991 1.3009 4.8907
Cl -0.8258 -2.1903 5.0022
C -0.0709 -3.4901 5.9683
C 0.8263 -4.3617 5.1302
Cl -0.0905 -5.3408 3.9535
H -0.8656 -4.0647 6.4382
H 0.5109 -3.0071 6.7521
H 1.3637 -5.0629 5.7729
H 1.5540 -3.7696 4.5782
Cl 4.2930 -7.6455 5.3992
C 3.1749 -8.6668 6.3386
C 1.7898 -8.0776 6.4010
Cl 1.7404 -6.5829 7.3765
H 3.5962 -8.8024 7.3317
H 3.1376 -9.6364 5.8451
H 1.1071 -8.7838 6.8702
H 1.4103 -7.8425 5.4087
Cl -5.8465 1.0429 7.3901
C -5.6735 -0.2495 8.6070
C -4.2342 -0.6458 8.8189
Cl -3.5437 -1.4761 7.4003
H -6.2767 -1.0951 8.2861
H -6.0890 0.1352 9.5369
H -4.1647 -1.3393 9.6556
H -3.6116 0.2182 9.0374
Cl 0.2598 -5.8371 -0.4318
C 1.9212 -5.2612 -0.6805
C 2.9204 -6.3905 -0.7269
Cl 3.1092 -7.1820 0.8561
H 2.1549 -4.5568 0.1165
H 1.9313 -4.7258 -1.6279
H 3.9002 -6.0044 -1.0072
H 2.6303 -7.1482 -1.4506
Cl 1.1955 3.7176 -7.1765
C 1.8342 5.0084 -8.2336
C 2.8182 5.9055 -7.5272
Cl 2.0366 6.9127 -6.2795
H 0.9888 5.5734 -8.6182
H 2.3245 4.5126 -9.0696
H 3.2707 6.5883 -8.2441
H 3.6109 5.3327 -7.0515
```

These are the Mulliken partial charges, in e, on atoms 1 to 99:
1. C -1.50
2. P 0.60
3. C -0.91
4. C 1.50
5. B 0.67
6. O -0.87
7. O -0.51
8. C -1.31
9. P -0.52
10. P 1.21
11. O -0.74
12. O -0.28
13. O -0.52
14. C -0.55
15. C -2.28
16. C 1.09
17. C -1.64
18. O -0.49
19. C -0.71
20. P 0.20
21. N -0.64
22. N 0.36
23. O 0.94
24. C 0.36
25. N -0.44
26. C -1.78
27. S 1.21
28. O -0.52
29. O -0.63
30. C 0.49
31. F -0.24
32. F -0.22
33. C 0.66
34. F -0.24
35. F -0.23
36. F -0.27
37. H 0.39
38. H 0.45
39. H 0.44
40. H 0.42
41. H -0.15
42. H 0.45
43. H 0.34
44. H 0.30
45. H 1.06
46. H 0.02
47. H -0.09
48. H 0.14
49. H 0.85
50. H 0.38
51. H 0.77
52. H 0.22
53. H 0.73
54. H 0.25
55. H 0.43
56. H 0.10
57. H 0.10
58. H 0.25
59. H 0.88
60. H 0.69
61. Cl -0.18
62. C -0.44
63. C -0.58
64. Cl -0.06
65. H 0.28
66. H 0.42
67. H 0.35
68. H 0.33
69. Cl -0.13
70. C -0.50
71. C -0.69
72. Cl 0.04
73. H 0.29
74. H 0.39
75. H 0.32
76. H 0.34
77. Cl -0.03
78. C -0.56
79. C -0.50
80. Cl -0.15
81. H 0.33
82. H 0.29
83. H 0.37
84. H 0.31
85. Cl -0.15
86. C -0.53
87. C 0.27
88. Cl -0.19
89. H 0.36
90. H 0.32
91. H -0.30
92. H 0.24
93. Cl -0.18
94. C -0.40
95. C -0.43
96. Cl -0.22
97. H 0.31
98. H 0.30
99. H 0.37

---

(2)
# C29H56BFINO10

7 unconnected molecules or ions with the total composition C29H56BFINO10 at a distorted geometry (the ωB97M-V functional and the def2-TZVPD basis, OMol25).

Properties
- HOMO energy (eV) = -8.560
- net charge = 0
- E (hartree) = -2368.0769
- gap between HOMO and LUMO (eV) = 8.7
- F_max (eV/A) = 6.400

The geometry in XYZ format:
```
99
C29H56BFINO10, DFT the ωB97M-V functional and the def2-TZVPD basis
C 1.5970 4.9336 0.7706
N 1.1578 3.7211 1.4945
C 1.7194 2.4858 0.9311
B -0.2731 3.6724 1.7073
O -0.7652 4.1567 2.9200
C -1.2671 3.1233 0.5621
O -1.1352 4.0996 -0.5209
C -2.3341 4.6186 -0.8333
O -2.6464 5.0717 -1.8109
O -3.1252 4.4745 0.3215
C -2.7915 3.1933 0.7350
F -3.2562 2.4017 -0.3244
I -3.7098 2.5949 2.5581
H 1.8123 4.7191 -0.2804
H 2.5210 5.2671 1.2297
H 0.8043 5.6801 0.8372
H 2.7195 2.7240 0.5620
H 1.1704 2.0703 0.0780
H 1.8786 1.7293 1.6963
H -1.2258 4.9897 2.7267
H -1.0211 2.1680 0.1128
C 6.5063 5.4686 0.6668
C 7.0275 4.0389 0.7477
C 6.0566 3.4089 1.7329
O 4.8057 4.0907 1.5654
C 5.0028 5.2577 0.7646
H 6.8027 5.9948 -0.2401
H 6.8607 6.0433 1.5262
H 6.9381 3.5544 -0.2284
H 8.0657 3.9661 1.0694
H 6.3874 3.5564 2.7669
H 5.9173 2.3425 1.5624
H 4.5628 5.0683 -0.2215
H 4.4868 6.1040 1.2197
C -0.9836 -2.6725 -0.4117
C -1.9912 -1.6558 -0.9317
C -1.3790 -0.3465 -0.4628
O 0.0394 -0.5368 -0.4442
C 0.3310 -1.9321 -0.5963
H -1.0099 -3.6259 -0.9376
H -1.1608 -2.8614 0.6507
H -2.0207 -1.6860 -2.0244
H -3.0045 -1.8082 -0.5601
H -1.7025 -0.0997 0.5564
H -1.6260 0.4897 -1.1184
H 0.7356 -2.0870 -1.6026
H 1.0890 -2.2269 0.1306
C -6.4170 1.4655 -1.6697
C -7.4258 0.3936 -2.0607
C -6.8421 -0.8426 -1.3933
O -6.1585 -0.3906 -0.2186
C -6.0418 1.0393 -0.2609
H -6.8117 2.4795 -1.7145
H -5.5425 1.4107 -2.3237
H -8.4022 0.6271 -1.6290
H -7.5490 0.2760 -3.1366
H -6.1118 -1.3376 -2.0431
H -7.6054 -1.5702 -1.1123
H -6.7340 1.4589 0.4784
H -5.0310 1.3270 0.0095
C 1.0935 -5.8962 -4.7289
C 1.0167 -4.3887 -4.9265
C -0.1540 -4.0171 -4.0304
O -0.1604 -4.9593 -2.9514
C 0.7336 -6.0355 -3.2582
H 2.0666 -6.3224 -4.9693
H 0.3415 -6.3916 -5.3480
H 1.9331 -3.9185 -4.5609
H 0.8700 -4.0870 -5.9627
H -1.1067 -4.1040 -4.5635
H -0.0728 -3.0055 -3.6287
H 1.6193 -5.9340 -2.6217
H 0.2497 -6.9856 -3.0297
C 6.5231 -2.2327 1.1136
C 7.8861 -1.8247 0.5730
C 7.6914 -0.3363 0.3298
O 6.7438 0.1181 1.3028
C 6.1381 -1.0144 1.9379
H 6.5382 -3.1519 1.6976
H 5.8194 -2.3645 0.2877
H 8.6515 -1.9831 1.3366
H 8.1842 -2.3656 -0.3243
H 7.2747 -0.1468 -0.6653
H 8.6170 0.2319 0.4321
H 6.5325 -1.0837 2.9571
H 5.0590 -0.8657 1.9930
C -5.0881 -3.8131 2.3926
C -5.1888 -2.3072 2.1895
C -6.3507 -1.9470 3.0984
O -6.3303 -2.8862 4.1814
C -5.4277 -3.9513 3.8691
H -4.1122 -4.2277 2.1407
H -5.8419 -4.3212 1.7852
H -4.2725 -1.8237 2.5422
H -5.3527 -2.0103 1.1559
H -7.3083 -2.0485 2.5768
H -6.2786 -0.9333 3.4953
H -4.5349 -3.8356 4.4939
H -5.8964 -4.9070 4.1086
```

Here is what Mulliken gives for the atomic charges, in e:
1. C -0.78
2. N 0.23
3. C -0.97
4. B 0.38
5. O -0.46
6. C 1.20
7. O -0.44
8. C 0.71
9. O -0.43
10. O -0.38
11. C -0.08
12. F -0.27
13. I 0.11
14. H 0.29
15. H 0.05
16. H 0.37
17. H 0.23
18. H 0.38
19. H 0.25
20. H 0.32
21. H -0.92
22. C -0.67
23. C -0.57
24. C -0.09
25. O -0.32
26. C -0.45
27. H 0.37
28. H 0.27
29. H 0.24
30. H 0.38
31. H 0.25
32. H -0.01
33. H 0.25
34. H 0.42
35. C -0.47
36. C -0.47
37. C 0.04
38. O -0.42
39. C -0.44
40. H 0.30
41. H 0.25
42. H 0.26
43. H 0.20
44. H 0.15
45. H 0.23
46. H 0.16
47. H 0.33
48. C -0.56
49. C -0.67
50. C -0.53
51. O -0.20
52. C 0.20
53. H 0.44
54. H 0.22
55. H 0.26
56. H 0.37
57. H 0.28
58. H 0.30
59. H 0.31
60. H -0.39
61. C -0.56
62. C -0.61
63. C -0.18
64. O -0.33
65. C -0.45
66. H 0.34
67. H 0.25
68. H 0.27
69. H 0.37
70. H 0.25
71. H 0.08
72. H 0.27
73. H 0.26
74. C -0.52
75. C -0.57
76. C -0.45
77. O -0.29
78. C -0.48
79. H 0.34
80. H 0.25
81. H 0.27
82. H 0.33
83. H 0.28
84. H 0.27
85. H 0.31
86. H 0.24
87. C -0.61
88. C 0.26
89. C -0.39
90. O -0.44
91. C -0.48
92. H 0.32
93. H 0.31
94. H 0.12
95. H -0.12
96. H 0.25
97. H 0.25
98. H 0.26
99. H 0.30